1.
The following is a DFT calculation (the ωB97M-V functional and the def2-TZVPD basis) of a structure of composition C12H15FeN2O3.

Last column: Mulliken spin population.
Geometry (Å):
C 1.34 1.03 -2.61  0.00
N 1.70 0.11 -1.52  0.01
C 2.86 0.70 -0.76  0.01
N 2.17 -1.22 -2.05  0.00
C 1.34 -1.94 -2.71  0.00
H 2.24 1.27 -3.17  0.00
H 0.60 0.57 -3.28  0.00
H 0.94 1.94 -2.16  -0.01
H 3.53 1.20 -1.47  0.00
H 2.47 1.42 -0.03  0.00
H 3.46 -0.09 -0.27  0.00
H 1.52 -3.02 -2.86  0.00
H 0.41 -1.50 -3.12  0.00
O -2.12 -2.47 1.81  0.02
C -2.21 -1.43 2.32  0.02
Fe -2.75 0.24 2.77  2.94
C -3.80 0.25 1.33  0.00
O -4.20 0.07 0.25  -0.02
C -3.99 0.02 4.01  -0.07
O -4.90 -0.39 4.62  0.09
C 0.53 -0.17 -0.66  -0.03
C 0.99 -0.64 0.74  0.08
C 0.00 -0.41 1.84  0.63
C -0.76 0.79 1.85  0.11
C -0.99 1.44 0.57  -0.08
C -0.51 0.92 -0.60  0.21
H -0.05 -1.03 -1.06  0.01
H 1.24 -1.71 0.61  0.01
H 1.92 -0.15 1.05  0.05
H 0.29 -0.85 2.81  -0.02
H -0.69 1.49 2.72  0.03
H -1.66 2.31 0.57  0.01
H -0.93 1.28 -1.54  0.01

Energy relative to the best compared isomer or geometry (same formula, charge and spin) = 4.3 kcal per mole
⟨S²⟩ = 6.065
Total charge = +1
Lowest unoccupied orbital energy (spin up / spin down) = -3.34 / -4.80 eV
Highest occupied orbital energy (spin up / spin down) = -9.36 / -11.28 eV
Spin multiplicity = 5



2.
The following is a DFT calculation (the ωB97M-V functional and the def2-TZVPD basis) of a structure of composition C30H45F5IN5O5SeSi4Ti.

Last column: Mulliken spin population.
Geometry (Å):
Ti -0.80 -0.26 0.35  0.94
O 0.67 -0.04 -1.32  0.01
C 0.44 -0.90 -2.41  0.00
C -1.04 -0.84 -2.80  0.00
N -1.89 -1.12 -1.63  0.01
C -3.13 -0.37 -1.71  0.03
C -2.80 1.08 -1.24  0.01
O -3.38 2.04 -1.73  0.03
O -1.93 1.10 -0.31  -0.01
C -2.01 -2.54 -1.36  0.03
C -0.84 -3.00 -0.44  0.00
O -0.45 -4.15 -0.50  0.01
O -0.42 -2.09 0.34  -0.06
H 0.65 0.89 -1.63  0.01
H 0.72 -1.91 -2.09  0.00
H 1.06 -0.61 -3.27  0.00
H -1.25 -1.54 -3.63  0.00
H -1.25 0.18 -3.14  0.00
H -3.85 -0.77 -0.98  -0.02
H -3.59 -0.37 -2.71  0.00
H -2.03 -3.16 -2.28  0.00
H -2.93 -2.73 -0.79  -0.01
I 2.85 -2.58 0.31  0.00
C 3.72 -0.70 -0.17  0.01
C 5.02 -0.65 -0.63  0.00
C 5.52 0.62 -0.95  0.01
C 4.68 1.72 -0.80  -0.01
C 3.40 1.53 -0.33  -0.01
N 2.92 0.32 0.00  0.01
H 5.62 -1.54 -0.74  0.00
H 6.53 0.73 -1.31  0.00
H 5.01 2.71 -1.06  0.00
H 2.72 2.36 -0.19  0.02
C 0.32 -2.98 3.73  0.00
Si -0.80 -1.55 4.36  0.00
C 0.33 -0.21 5.17  0.01
C -1.63 -2.31 5.93  0.00
Si -2.13 -0.73 2.48  0.06
Si -3.84 -2.43 2.45  0.02
C -5.23 -2.09 1.16  0.00
C -4.81 -2.75 4.10  0.00
C -3.13 -4.18 2.03  0.00
Si -3.23 1.22 3.36  0.02
C -2.02 2.48 4.17  -0.01
C -4.09 2.17 1.93  0.00
C -4.62 1.06 4.69  0.00
H 1.25 -3.10 4.29  0.00
H 0.59 -2.81 2.69  0.00
H -0.21 -3.93 3.76  0.00
H -0.02 0.04 6.17  0.00
H 0.32 0.70 4.59  -0.01
H 1.37 -0.52 5.25  0.00
H -0.91 -2.58 6.70  0.00
H -2.19 -3.21 5.68  0.00
H -2.33 -1.61 6.37  0.00
H -5.37 -1.02 1.06  0.00
H -6.19 -2.52 1.44  0.00
H -4.98 -2.48 0.18  0.00
H -4.76 -1.87 4.72  0.00
H -4.36 -3.56 4.66  0.00
H -5.86 -2.99 3.95  0.00
H -2.40 -4.12 1.23  0.00
H -3.88 -4.91 1.74  0.00
H -2.61 -4.58 2.90  0.00
H -1.12 2.59 3.56  0.00
H -1.70 2.14 5.15  0.00
H -2.45 3.47 4.29  0.00
H -3.42 2.22 1.08  0.00
H -4.37 3.19 2.19  0.00
H -4.99 1.65 1.61  0.00
H -4.22 0.61 5.60  0.00
H -5.42 0.43 4.34  0.00
H -5.05 2.02 4.97  0.00
N 3.18 0.84 3.56  0.00
C 2.19 1.34 2.72  0.01
C 1.28 0.49 2.12  0.19
N 0.30 0.96 1.31  0.14
C 0.28 2.31 1.13  0.13
C 1.16 3.12 1.79  0.05
N 2.14 2.67 2.60  0.30
H 3.49 -0.09 3.32  0.00
H 3.92 1.50 3.73  0.00
H 1.30 -0.58 2.28  0.03
H -0.48 2.71 0.47  0.03
H 1.11 4.20 1.68  0.00
F -0.06 7.06 -6.90  0.00
C 0.20 6.12 -5.95  0.00
C 0.58 6.50 -4.66  0.00
F 0.64 7.82 -4.35  0.00
C 0.89 5.54 -3.71  0.00
F 1.26 5.96 -2.49  0.00
C 0.86 4.17 -4.00  0.00
Se 1.47 2.90 -2.81  0.01
C 0.41 3.82 -5.29  0.00
F 0.28 2.52 -5.61  0.00
C 0.09 4.76 -6.24  0.00
F -0.31 4.38 -7.48  0.00

Energy relative to the best compared isomer or geometry (same formula, charge and spin) = 55.1 kcal per mole
⟨S²⟩ = 2.017
Total charge = -2
Lowest unoccupied orbital energy (spin up / spin down) = 3.69 / 3.69 eV
Highest occupied orbital energy (spin up / spin down) = -0.56 / -2.52 eV
Spin multiplicity = 3



3.
The following is a DFT calculation (the ωB97M-V functional and the def2-TZVPD basis) of a cluster of 2 separate species, C6H14N2O2 in total.

Last column: Mulliken spin population.
Geometry (Å):
C 2.39 2.13 1.47  1.77
C 0.55 -0.66 2.95  1.87
C 1.26 1.17 1.60  0.99
O 0.48 0.82 0.75  -0.90
N 1.07 0.75 2.92  0.08
H 2.18 3.21 1.76  -0.39
H 1.69 0.90 3.75  -0.51
H -0.28 -0.80 2.28  -0.10
H 3.27 1.75 1.90  -0.81
H 2.53 2.42 0.32  -0.04
H 1.41 -1.48 2.89  -0.16
H 0.04 -0.94 3.92  -0.73
C -0.59 -2.45 -1.10  0.17
C -1.62 1.01 -2.34  0.03
C -1.31 -0.49 -2.31  0.04
O -1.50 -1.12 -3.32  -0.03
N -0.98 -1.09 -1.09  -0.20
H -0.60 -0.44 -0.30  0.00
H -1.28 -3.08 -1.74  0.02
H -1.34 1.36 -3.37  0.00
H 0.45 -2.47 -1.29  -0.08
H -0.79 -2.85 -0.12  -0.01
H -2.70 1.24 -2.23  0.00
H -1.13 1.74 -1.67  0.00

Energy relative to the best compared isomer or geometry (same formula, charge and spin) = 45.5 kcal per mole
⟨S²⟩ = 0.750
Total charge = -1
Lowest unoccupied orbital energy (spin up / spin down) = 3.52 / 3.43 eV
Highest occupied orbital energy (spin up / spin down) = 0.85 / -6.25 eV
Spin multiplicity = 2



4.
The following is a DFT calculation (the ωB97M-V functional and the def2-TZVPD basis) of an isolated molecule of C4H9NS.

Last column: Löwdin charge in e.
Geometry (Å):
C -2.51 0.82 -0.02  -0.05
C -1.02 0.88 0.04  -0.23
N -0.34 -0.01 0.61  -0.04
C 1.05 -0.24 0.55  -0.75
C 1.34 -1.50 -0.24  -0.14
S 2.06 1.25 -0.03  0.66
H -2.86 1.49 0.71  0.06
H -2.95 1.12 -0.91  0.04
H -2.65 -0.25 -0.03  0.09
H -0.39 1.63 -0.40  0.05
H 1.29 -0.25 1.85  0.18
H 1.02 -1.58 -1.21  0.03
H 0.80 -2.38 0.39  0.13
H 2.47 -1.57 -0.20  0.08
H 2.67 0.60 -1.12  -0.11

Energy relative to the best compared isomer or geometry (same formula, charge and spin) = 57.3 kcal per mole
Lowest unoccupied orbital energy = 0.87 eV
SMILES string = C/C=N/[C@@H](C)S
Highest occupied orbital energy = -9.06 eV
Spin multiplicity = 1